{
  "formula": "C45H63IN9O2P",
  "method": "ωB97M-V/def2-TZVPD",
  "species": ["C", "C", "C", "I", "P", "C", "C", "C", "C", "O", "C", "C", "O", "H", "H", "H", "H", "H", "H", "H", "H", "H", "H", "H", "H", "H", "H", "H", "H", "H", "H", "N", "C", "C", "C", "C", "H", "H", "H", "H", "H", "N", "C", "C", "C", "C", "H", "H", "H", "H", "H", "N", "C", "C", "C", "C", "H", "H", "H", "H", "H", "N", "C", "C", "C", "C", "H", "H", "H", "H", "H", "N", "C", "C", "C", "C", "H", "H", "H", "H", "H", "N", "C", "C", "C", "C", "H", "H", "H", "H", "H", "N", "C", "C", "C", "C", "H", "H", "H", "H", "H", "N", "C", "C", "C", "C", "H", "H", "H", "H", "H", "N", "C", "C", "C", "C", "H", "H", "H", "H", "H"],
  "positions_angstrom": [[1.9464, -3.0012, 1.9977], [0.8397, -2.1719, 1.3499], [0.9484, -0.6516, 1.4834], [2.3853, 0.1150, 0.0731], [1.4746, -0.0831, 3.1608], [0.5401, 1.5022, 3.4564], [-0.3345, 2.0431, 2.3191], [-1.7145, 1.3610, 2.2898], [-2.3217, 1.2044, 0.8895], [-2.4661, -0.1759, 0.4877], [-3.3502, -0.9222, 1.1647], [-3.3372, -2.3432, 0.7112], [-4.0699, -0.4760, 2.0130], [2.8712, -2.9358, 1.4178], [1.6568, -4.0538, 2.0306], [2.1602, -2.6922, 3.0258], [0.8179, -2.4142, 0.2822], [-0.1429, -2.4576, 1.7463], [0.0158, -0.1994, 1.1609], [0.6580, -0.9834, 3.8840], [-0.0907, 1.3192, 4.3324], [1.2810, 2.2455, 3.7572], [0.1701, 1.9264, 1.3540], [-0.4552, 3.1213, 2.4549], [-1.6449, 0.3708, 2.7552], [-2.3984, 1.9376, 2.9175], [-1.6571, 1.6207, 0.1303], [-3.2897, 1.6997, 0.7899], [-4.1151, -2.8967, 1.2328], [-3.4987, -2.3800, -0.3688], [-2.3585, -2.7876, 0.8995], [4.7828, -1.1776, 4.2040], [5.3533, -0.2608, 5.0396], [6.6398, -0.6619, 5.2912], [6.8513, -1.8719, 4.5755], [5.6852, -2.1620, 3.9156], [3.8382, -1.1241, 3.8573], [4.8005, 0.5979, 5.3808], [7.3498, -0.1462, 5.9162], [7.7542, -2.4589, 4.5476], [5.4274, -2.9808, 3.2652], [-1.6181, -3.7908, 5.3689], [-2.7632, -3.9129, 6.1065], [-3.6204, -2.9171, 5.7210], [-2.9671, -2.1604, 4.7099], [-1.7325, -2.7238, 4.5189], [-0.8154, -4.3883, 5.4446], [-2.8728, -4.6945, 6.8386], [-4.6080, -2.7481, 6.1161], [-3.3659, -1.3081, 4.1840], [-0.9337, -2.4605, 3.8463], [-4.9711, 2.1297, 3.2143], [-4.7296, 2.4330, 4.5246], [-5.6482, 3.3721, 4.9186], [-6.4779, 3.6450, 3.7976], [-6.0322, 2.8628, 2.7638], [-4.4610, 1.4483, 2.6722], [-3.9367, 1.9497, 5.0710], [-5.7231, 3.8070, 5.9014], [-7.3116, 4.3264, 3.7562], [-6.3884, 2.7637, 1.7521], [2.9933, 2.8336, -4.1361], [2.0258, 2.3226, -3.3153], [0.8172, 2.5036, -3.9322], [1.0665, 3.1500, -5.1742], [2.4188, 3.3389, -5.2710], [3.9760, 2.8307, -3.9369], [2.2724, 1.8726, -2.3689], [-0.1398, 2.2026, -3.5397], [0.3368, 3.4394, -5.9118], [3.0143, 3.7851, -6.0490], [-6.8924, -2.1238, -1.3838], [-7.8109, -3.0976, -1.6691], [-8.3961, -3.4784, -0.4915], [-7.8077, -2.7031, 0.5456], [-6.8836, -1.8780, -0.0367], [-6.3157, -1.6592, -2.0609], [-7.9714, -3.4337, -2.6791], [-9.1623, -4.2279, -0.3837], [-8.0366, -2.7454, 1.5973], [-6.2295, -1.1388, 0.3956], [6.9502, 2.8610, -5.0968], [8.0535, 2.0882, -4.8502], [8.4395, 1.5219, -6.0347], [7.5311, 1.9718, -7.0328], [6.6251, 2.7989, -6.4241], [6.4688, 3.4057, -4.4051], [8.4667, 2.0064, -3.8597], [9.2764, 0.8585, -6.1747], [7.5354, 1.7063, -8.0776], [5.7853, 3.3425, -6.8220], [9.9960, 2.6978, -9.4209], [9.6624, 2.0978, -10.6032], [10.8232, 1.8195, -11.2755], [11.8995, 2.2715, -10.4641], [11.3551, 2.8082, -9.3273], [9.3413, 3.0062, -8.7229], [8.6338, 1.9189, -10.8670], [10.8937, 1.3456, -12.2402], [12.9510, 2.2088, -10.6895], [11.8183, 3.2544, -8.4640], [-12.1214, 2.8768, 3.4235], [-11.7635, 3.6137, 4.5194], [-10.4344, 3.3874, 4.7597], [-9.9720, 2.4776, 3.7693], [-11.0366, 2.1815, 2.9609], [-13.0402, 2.8482, 3.0218], [-12.4794, 4.2326, 5.0326], [-9.8547, 3.8226, 5.5569], [-8.9714, 2.0914, 3.6666], [-11.1123, 1.5389, 2.1004], [3.1477, -5.6803, -2.7603], [3.5428, -4.3741, -2.6694], [2.7694, -3.7669, -1.7167], [1.8715, -4.7500, -1.2141], [2.1304, -5.9191, -1.8790], [3.5430, -6.3605, -3.3835], [4.3359, -3.9873, -3.2859], [2.8402, -2.7345, -1.4135], [1.1190, -4.6165, -0.4542], [1.6787, -6.8929, -1.7990]],
  "e_homo_ev": -8.053,
  "multiplicity": 1,
  "e_tot_ev": -82580.1106,
  "gap_ha": 0.295,
  "e_lumo_ev": -0.019,
  "fmax_ha_per_bohr": 0.0171
}

***

{
  "formula": "C45H64N11O3",
  "method": "ωB97M-V/def2-TZVPD",
  "species": ["C", "O", "C", "C", "C", "C", "C", "C", "C", "N", "N", "C", "O", "O", "H", "H", "H", "H", "H", "H", "H", "H", "H", "H", "H", "H", "H", "H", "H", "H", "H", "H", "H", "N", "C", "C", "C", "C", "H", "H", "H", "H", "H", "N", "C", "C", "C", "C", "H", "H", "H", "H", "H", "N", "C", "C", "C", "C", "H", "H", "H", "H", "H", "N", "C", "C", "C", "C", "H", "H", "H", "H", "H", "N", "C", "C", "C", "C", "H", "H", "H", "H", "H", "N", "C", "C", "C", "C", "H", "H", "H", "H", "H", "N", "C", "C", "C", "C", "H", "H", "H", "H", "H", "N", "C", "C", "C", "C", "H", "H", "H", "H", "H", "N", "C", "C", "C", "C", "H", "H", "H", "H", "H"],
  "positions_angstrom": [[-7.5093, 4.0205, 3.6044], [-6.6093, 4.1895, 2.5352], [-5.4257, 3.4151, 2.6350], [-5.6499, 1.9306, 2.4863], [-4.3319, 1.1508, 2.5170], [-4.5113, -0.3363, 2.8262], [-4.2816, -1.2547, 1.6077], [-5.5020, -1.1446, 0.7031], [-5.4367, -2.0607, -0.5009], [-5.2230, -3.4423, -0.1033], [-6.2826, -3.9816, 0.6627], [-6.6633, -1.9068, -1.4485], [-6.5963, -2.6019, -2.4818], [-7.5598, -1.1448, -1.0573], [-7.9564, 4.9820, 3.8310], [-8.2861, 3.3023, 3.3551], [-7.0002, 3.6744, 4.5038], [-4.9186, 3.6378, 3.5772], [-4.7997, 3.7694, 1.8199], [-6.1660, 1.7570, 1.5483], [-6.2741, 1.5774, 3.3029], [-3.6846, 1.6199, 3.2579], [-3.8586, 1.2690, 1.5427], [-5.5480, -0.5191, 3.0977], [-3.9017, -0.6378, 3.6749], [-3.3909, -0.9231, 1.0772], [-4.1307, -2.2752, 1.9417], [-6.3975, -1.3436, 1.2818], [-5.5622, -0.1331, 0.3180], [-4.5638, -1.7689, -1.0858], [-5.0903, -4.0227, -0.9154], [-7.1448, -3.4663, 0.5292], [-6.0264, -3.9969, 1.6372], [-0.3371, 0.4021, 1.8991], [0.9328, 0.1559, 1.4484], [1.5000, -0.7644, 2.2936], [0.5311, -1.0814, 3.2821], [-0.5876, -0.3476, 3.0159], [-0.9930, 1.0296, 1.4708], [1.3156, 0.6428, 0.5680], [2.4947, -1.1722, 2.2112], [0.6354, -1.7762, 4.0967], [-1.5420, -0.3090, 3.5118], [3.7414, -3.5850, 1.0320], [5.0182, -4.0741, 1.0194], [5.3924, -4.2430, -0.2849], [4.3017, -3.8249, -1.0962], [3.2962, -3.4212, -0.2566], [3.2077, -3.3745, 1.8568], [5.5451, -4.2707, 1.9366], [6.3417, -4.6264, -0.6198], [4.2579, -3.8254, -2.1719], [2.3092, -3.0397, -0.4581], [2.3457, -6.5568, 0.2987], [2.2933, -7.4496, 1.3310], [1.8344, -8.6416, 0.8349], [1.5997, -8.4556, -0.5550], [1.9248, -7.1580, -0.8521], [2.6460, -5.5987, 0.3692], [2.5841, -7.1640, 2.3274], [1.6792, -9.5428, 1.4036], [1.2298, -9.1873, -1.2531], [1.8888, -6.6126, -1.7799], [-3.0282, -4.4473, 4.4417], [-1.8237, -4.2786, 5.0727], [-0.8468, -4.3210, 4.1142], [-1.4865, -4.5229, 2.8602], [-2.8308, -4.5951, 3.0949], [-3.9218, -4.4551, 4.8950], [-1.7678, -4.1343, 6.1378], [0.2108, -4.2116, 4.2858], [-1.0147, -4.5955, 1.8951], [-3.6574, -4.7291, 2.4177], [7.3453, -0.0585, -1.2805], [6.2558, -0.7041, -0.7615], [5.2566, 0.2197, -0.6090], [5.7683, 1.4684, -1.0646], [7.0605, 1.2647, -1.4635], [8.2225, -0.4930, -1.4941], [6.2848, -1.7596, -0.5546], [4.2692, 0.0205, -0.2268], [5.2467, 2.4101, -1.0995], [7.7926, 1.9409, -1.8700], [3.6281, 4.8724, -2.3805], [2.7027, 3.8634, -2.3503], [1.6055, 4.2762, -3.0529], [1.8850, 5.5846, -3.5383], [3.1364, 5.9269, -3.1061], [4.5224, 4.8310, -1.9342], [2.9065, 2.9422, -1.8322], [0.7056, 3.7068, -3.2115], [1.2384, 6.2016, -4.1379], [3.7112, 6.8242, -3.2548], [-4.7550, 5.8840, -0.0424], [-5.1758, 6.5469, -1.1591], [-4.0745, 7.0990, -1.7586], [-2.9445, 6.7529, -0.9669], [-3.4001, 6.0013, 0.0826], [-5.3560, 5.3928, 0.5975], [-6.2161, 6.5665, -1.4326], [-4.0778, 7.6836, -2.6632], [-1.9185, 7.0215, -1.1443], [-2.8765, 5.5450, 0.9050], [6.4535, 7.1033, -1.9989], [7.3786, 7.2446, -0.9999], [7.7983, 8.5463, -1.0006], [7.0990, 9.2168, -2.0423], [6.2773, 8.3005, -2.6387], [5.9851, 6.2521, -2.2330], [7.6561, 6.4117, -0.3774], [8.5247, 8.9725, -0.3300], [7.1891, 10.2532, -2.3194], [5.5871, 8.3987, -3.4582], [2.9613, -3.4245, -5.0384], [1.9756, -2.8666, -5.8069], [1.0432, -3.8349, -6.0606], [1.4827, -5.0256, -5.4192], [2.6677, -4.7404, -4.7975], [3.7718, -2.9403, -4.7020], [2.0185, -1.8322, -6.1000], [0.1418, -3.7046, -6.6343], [0.9814, -5.9784, -5.4109], [3.3202, -5.3565, -4.2024]],
  "e_homo_ev": -4.153,
  "multiplicity": 1,
  "e_tot_ev": -70234.9289,
  "gap_ha": 0.208,
  "charge": -1,
  "e_lumo_ev": 1.504,
  "fmax_ha_per_bohr": 0.0190
}